(1)
91
Properties=species:S:1:pos:R:3 method="wB97M-V/def2-TZVPD" homo_energy_ev="-12.73 / -13.55" e_above_lowest_kcal_mol=11.9 multiplicity=5 gap_ev="6.86 / 5.68" s_squared=6.0627 charge=+2
Pt 0.14 -0.86 -0.25
C -2.38 -3.43 -2.65
C -1.25 -2.80 -2.12
N -1.36 -1.89 -1.16
C -2.59 -1.54 -0.70
C -3.76 -2.13 -1.18
C -3.63 -3.11 -2.19
C -5.01 -1.70 -0.64
C -5.06 -0.72 0.33
C -3.91 -0.10 0.80
C -2.65 -0.48 0.28
N -1.47 0.03 0.64
C -1.33 1.17 1.47
C -1.91 2.36 1.12
C -1.69 3.53 1.88
C -0.87 3.49 2.97
C -0.26 2.27 3.36
C 0.58 2.18 4.50
C 1.13 0.99 4.86
C 0.83 -0.14 4.07
N 0.06 -0.07 3.03
C -0.50 1.10 2.62
H -2.24 -4.17 -3.43
H -0.26 -3.04 -2.46
H -4.51 -3.59 -2.58
H -5.91 -2.17 -1.01
H -6.02 -0.43 0.73
H -3.97 0.65 1.57
H -2.52 2.41 0.22
H -2.15 4.46 1.57
H -0.68 4.38 3.55
H 0.77 3.08 5.08
H 1.77 0.88 5.72
H 1.25 -1.11 4.31
F 3.52 -2.50 -2.92
Te 2.48 -3.11 -1.39
F 0.94 -3.78 -0.39
F 3.00 -2.31 0.56
F 1.56 -4.07 -2.74
F 3.35 -4.74 -0.74
O 1.51 -1.45 -1.50
S -0.26 -2.16 1.89
C 0.64 -3.64 2.33
N -0.14 -4.63 2.75
C 0.40 -5.96 3.07
C 1.82 -5.80 3.58
C 2.63 -4.99 2.59
N 1.93 -3.74 2.28
H -1.12 -4.45 2.84
H 0.38 -6.57 2.17
H -0.25 -6.42 3.81
H 2.28 -6.78 3.72
H 1.81 -5.30 4.56
H 2.79 -5.53 1.65
H 3.61 -4.73 2.98
H 2.43 -3.03 1.71
O 1.39 0.47 0.56
As 3.02 0.96 0.45
C 3.79 0.80 2.19
C 3.98 1.97 2.93
C 4.52 1.90 4.21
C 4.88 0.67 4.74
C 4.69 -0.49 4.01
C 4.15 -0.44 2.74
C 4.12 0.26 -0.93
C 5.21 -0.56 -0.65
C 6.04 -0.95 -1.69
C 5.79 -0.52 -2.98
C 4.71 0.30 -3.25
C 3.87 0.70 -2.23
C 2.85 2.83 0.09
C 4.00 3.57 -0.19
C 3.88 4.93 -0.44
C 2.63 5.54 -0.42
C 1.49 4.79 -0.15
C 1.60 3.43 0.11
H 3.70 2.93 2.52
H 4.68 2.81 4.77
H 5.32 0.62 5.73
H 4.99 -1.45 4.43
H 4.01 -1.34 2.16
H 5.41 -0.90 0.36
H 6.89 -1.59 -1.48
H 6.45 -0.83 -3.79
H 4.52 0.63 -4.26
H 3.03 1.36 -2.44
H 4.97 3.10 -0.21
H 4.77 5.51 -0.66
H 2.55 6.60 -0.63
H 0.52 5.27 -0.15
H 0.72 2.84 0.31


(2)
83
Properties=species:S:1:pos:R:3 method="wB97M-V/def2-TZVPD" homo_energy_ev=-16.16 e_above_lowest_kcal_mol=14.9 gap_ev=6.19 charge=+3
Au -0.07 -0.53 0.11
N -2.39 1.57 3.34
C -1.47 0.85 2.74
N -1.63 0.24 1.59
C -2.85 0.37 0.92
N -3.05 -0.14 -0.26
N -1.96 -0.88 -0.69
C -2.19 -1.90 -1.43
C -1.14 -2.88 -1.69
C -1.28 -3.84 -2.68
C -0.29 -4.80 -2.82
C 0.80 -4.77 -1.97
C 0.86 -3.77 -1.00
N -0.08 -2.85 -0.85
C -3.92 1.12 1.56
C -5.20 1.25 0.99
C -6.17 1.97 1.65
C -5.89 2.57 2.88
C -4.65 2.46 3.46
C -3.67 1.73 2.79
H -2.18 1.99 4.23
H -0.51 0.75 3.25
H -3.21 -2.08 -1.75
H -2.16 -3.84 -3.32
H -0.38 -5.57 -3.57
H 1.58 -5.51 -2.02
H 1.69 -3.73 -0.29
H -5.40 0.77 0.05
H -7.16 2.06 1.22
H -6.67 3.13 3.39
H -4.43 2.92 4.41
C 3.17 -0.12 -0.33
C 2.66 0.78 -1.44
P 0.85 0.60 -1.74
C 0.14 2.24 -1.89
C 0.95 3.27 -2.38
C 0.40 4.53 -2.59
C -0.94 4.76 -2.33
C -1.75 3.73 -1.86
C -1.21 2.47 -1.64
C 0.57 -0.35 -3.21
C 1.43 -1.42 -3.51
C 1.23 -2.15 -4.67
C 0.17 -1.84 -5.51
C -0.69 -0.79 -5.20
C -0.50 -0.04 -4.05
P 2.02 -0.30 1.07
C 2.08 1.09 2.20
C 2.10 0.85 3.58
C 2.12 1.91 4.46
C 2.13 3.22 3.99
C 2.11 3.47 2.62
C 2.08 2.41 1.73
C 2.45 -1.78 1.95
C 1.47 -2.74 2.26
C 1.83 -3.87 2.97
C 3.14 -4.05 3.37
C 4.11 -3.10 3.07
C 3.77 -1.96 2.37
H 4.15 0.22 0.03
H 3.30 -1.15 -0.69
H 3.17 0.58 -2.38
H 2.83 1.82 -1.19
H 1.99 3.12 -2.62
H 1.03 5.32 -2.98
H -1.36 5.74 -2.50
H -2.80 3.90 -1.67
H -1.86 1.67 -1.30
H 2.26 -1.66 -2.86
H 1.91 -2.95 -4.92
H 0.02 -2.40 -6.42
H -1.51 -0.54 -5.87
H -1.15 0.79 -3.84
H 2.12 -0.17 3.96
H 2.16 1.72 5.53
H 2.17 4.05 4.69
H 2.12 4.48 2.25
H 2.05 2.63 0.67
H 0.44 -2.60 1.94
H 1.08 -4.61 3.21
H 3.42 -4.94 3.93
H 5.13 -3.25 3.39
H 4.53 -1.22 2.16